9
Properties=species:S:1:pos:R:3:lowdin_charge:R:1 method="wB97M-V/def2-TZVPD" e_tot_ev=-30915.003 lumo_ev=0.63 orbital_gap_ev=10.2351 relative_energy_kcal_mol=5.3
F -1.735 -0.885 -0.466 0.04
C -0.886 -0.027 0.188 -0.89
F -0.993 -0.199 1.608 -0.06
Cl -1.201 1.706 0.026 0.73
C 0.499 -0.549 -0.226 -0.53
S 1.916 0.489 0.236 0.70
H 0.444 -0.626 -1.322 0.08
H 0.683 -1.562 0.117 0.08
H 1.273 1.652 -0.162 -0.15

---

8
Properties=species:S:1:pos:R:3:lowdin_charge:R:1 method="wB97M-V/def2-TZVPD" e_tot_ev=-18849.697 lumo_ev="-0.58 / -0.58" orbital_gap_ev="9.4762 / 9.4745" relative_energy_kcal_mol=46.5
C -0.570 0.019 -0.514 0.07
C 1.450 -0.033 0.734 -0.57
N 0.367 0.467 0.180 -0.02
F 1.510 -2.069 -0.089 -0.52
Cl 2.950 0.451 0.134 0.75
H -1.351 0.701 -0.818 0.09
H -0.606 -1.029 -0.815 0.10
H 1.422 -0.358 1.763 0.10

---

10
Properties=species:S:1:pos:R:3:lowdin_charge:R:1 method="wB97M-V/def2-TZVPD" e_tot_ev=-22943.613 lumo_ev=0.17 orbital_gap_ev=10.2302 relative_energy_kcal_mol=60.3
C -1.031 -0.963 -1.084 0.00
C -0.834 -1.349 0.143 -0.74
F -1.802 -1.816 0.949 0.01
Cl 0.760 -1.421 0.970 0.64
H -0.213 -0.362 -1.465 0.05
H -1.966 -0.787 -1.524 0.07
O -0.107 1.738 -0.037 0.02
N 1.044 1.438 -0.004 -0.17
O 1.723 2.079 0.949 0.03
H 2.426 1.443 1.103 0.10

---

10
Properties=species:S:1:pos:R:3:lowdin_charge:R:1 method="wB97M-V/def2-TZVPD" e_tot_ev=-22943.624 lumo_ev=-0.75 orbital_gap_ev=10.5480 relative_energy_kcal_mol=60.0
C 1.216 -0.036 0.383 0.14
C 0.173 -0.563 0.974 -0.25
F -0.123 -0.249 2.286 0.06
N -0.926 -1.223 0.301 -0.37
O -0.789 -1.590 -0.842 0.09
O -1.962 -1.276 0.905 0.12
H 1.423 -0.147 -0.648 0.07
H 1.921 0.558 0.984 0.10
Cl -0.976 2.229 -1.733 0.23
H 0.044 2.297 -2.609 -0.19

---

8
Properties=species:S:1:pos:R:3:lowdin_charge:R:1 method="wB97M-V/def2-TZVPD" e_tot_ev=-17622.038 lumo_ev=-0.84 orbital_gap_ev=8.8795 relative_energy_kcal_mol=77.7
C 1.527 -0.750 -0.177 -0.30
C -0.176 0.601 0.456 -0.66
N 1.962 -1.791 0.046 -0.08
N -1.047 0.015 -0.376 -0.01
Cl 0.200 2.174 -0.076 0.70
H 0.102 0.350 1.491 0.10
H -1.674 -0.716 0.018 0.14
H -0.894 0.116 -1.381 0.12

---

8
Properties=species:S:1:pos:R:3:lowdin_charge:R:1 method="wB97M-V/def2-TZVPD" e_tot_ev=-17619.924 lumo_ev="-1.39 / -1.39" orbital_gap_ev="7.6434 / 7.6448" relative_energy_kcal_mol=126.5
C -0.483 -0.702 -2.163 -0.60
C 0.291 0.555 1.445 -0.13
N -0.136 -0.198 -3.179 0.11
N -0.898 -1.269 -1.137 -0.34
Cl 0.098 -1.085 0.264 0.90
H 1.324 0.558 1.540 0.00
H -0.265 0.626 2.290 0.00
H 0.069 1.515 0.940 0.07